Entry from OMol25: a molecular structure, C6H10BClNO3 in a non-equilibrium geometry (ωB97M-V/def2-TZVPD).

Structure (XYZ):
```
22
Properties=species:S:1:pos:R:3
B 1.41608 1.17270 0.94202
C -1.76441 -1.87606 -0.17986
C -0.39420 -2.32312 -0.34984
C -2.07648 -0.77264 0.44183
C 0.63125 -1.59551 -0.03754
C 0.18944 0.27126 0.23455
C 0.18395 1.07428 -2.13763
N -1.03871 0.08454 1.06064
O 2.67651 0.92415 0.48849
O 0.99426 1.95950 1.94366
O -0.40471 0.83650 -0.89350
Cl 2.25209 -1.93393 0.08324
H -2.55557 -2.48989 -0.69013
H -0.30333 -3.28807 -0.85942
H -2.99520 -0.37420 0.82311
H 0.70928 2.00442 -2.06854
H -0.75320 1.19827 -2.88501
H 0.78846 0.23112 -2.47611
H -1.48791 0.97072 1.25721
H -0.80014 -0.27098 1.99835
H 3.37079 1.50341 0.93279
H 1.36175 2.69355 2.37170
```

Properties
Energy relative to the best compared isomer or geometry (same formula, charge and spin) (kJ/mol): 249.7
Charge: +1
Frontier orbital gap (eV): 9.389
E_HOMO (Ha): -0.471
F_max (eV Å⁻¹): 5.2

These are the natural (NBO) partial charges, in e, on atoms 1 to 4: 1.0850, -0.1623, -0.3357, -0.0486

Entry from OMol25: 12 unconnected molecules or ions with the total composition C22H61BN24O16P in a non-equilibrium geometry (ωB97M-V/def2-TZVPD).

Structure (XYZ):
```
125
Properties=species:S:1:pos:R:3
C 8.10347 -0.27693 2.52477
C 8.23792 1.00922 3.48554
B 7.17909 2.14762 3.04716
O 6.99561 2.32154 1.65180
O 6.48257 2.95949 4.03767
C 5.44689 2.23425 4.60817
O 4.89762 2.61413 5.59865
C 4.94940 0.89459 3.97483
C 5.51106 -0.40349 4.42128
C 5.07598 -1.66051 3.79101
O 5.70680 -2.80199 4.27174
N 4.13553 -1.73628 2.77393
C 3.67046 -2.96282 2.04747
C 3.23399 -4.16585 2.94290
N 3.68671 -5.32375 2.60906
C 3.57587 -0.53268 2.32871
C 3.93095 0.81263 2.88085
P 3.18693 2.46892 2.24461
C 1.91952 2.11307 0.89215
O 4.35989 3.40536 1.48672
H 8.21383 -1.17275 3.20193
H 8.91104 -0.34221 1.75695
H 7.07056 -0.33104 2.10225
H 9.29671 1.36479 3.40523
H 7.96985 0.65375 4.52167
H 6.28216 1.69761 1.40906
H 6.26766 -0.38186 5.23665
H 5.30255 -3.00634 5.14368
H 4.44982 -3.24319 1.28180
H 2.76178 -2.66471 1.44790
H 2.55474 -4.10727 3.83100
H 3.35263 -6.03313 3.27537
H 2.83449 -0.58079 1.49617
H 1.20354 2.97907 0.84338
H 2.39895 1.99194 -0.11721
H 1.38333 1.16294 1.21121
H 4.09798 4.34119 1.43823
C 7.50857 -3.67617 0.91770
O 7.47768 -2.51984 1.32623
N 8.20895 -4.04143 -0.18716
N 6.84400 -4.69027 1.53541
H 8.24800 -4.98035 -0.53855
H 8.71318 -3.31840 -0.67052
H 6.31397 -4.45860 2.35732
H 6.85559 -5.64209 1.21708
C 5.79200 -7.02900 5.57283
O 4.78991 -7.71745 5.63993
N 5.79078 -5.79696 4.98170
N 6.99120 -7.42294 6.07602
H 6.59775 -5.20394 4.90922
H 4.92390 -5.47529 4.59864
H 7.02815 -8.32523 6.51824
H 7.82618 -6.86913 6.02941
C -0.19020 4.99950 -0.75913
O 0.50995 4.83079 0.23185
N 0.16561 5.83413 -1.77437
N -1.37921 4.36713 -0.92706
H -0.39420 5.98723 -2.59326
H 1.04073 6.32034 -1.68340
H -1.67438 3.74369 -0.19572
H -1.97320 4.48849 -1.72891
C -0.38918 2.07314 -4.24567
O -1.21743 1.25885 -3.85112
N 0.31910 1.90016 -5.38706
N -0.11186 3.22153 -3.56579
H 0.99960 2.55032 -5.72789
H 0.14133 1.06475 -5.91372
H -0.62070 3.38588 -2.70954
H 0.56161 3.89962 -3.86951
C -0.84476 -0.37482 2.61656
O 0.35935 -0.16588 2.73295
N -1.77963 0.49739 3.06555
N -1.34174 -1.49558 2.02892
H -2.76832 0.34857 2.98170
H -1.44854 1.33871 3.50645
H -0.67842 -2.16560 1.68350
H -2.32189 -1.68341 1.92491
C 3.62323 1.01391 -6.05391
O 2.50937 1.30990 -6.46553
N 4.72185 1.00516 -6.85185
N 3.85668 0.66652 -4.75935
H 5.64204 0.76489 -6.53291
H 4.59005 1.25641 -7.81657
H 3.06718 0.66159 -4.13650
H 4.76069 0.41977 -4.40207
C -4.50399 2.51079 -2.06025
O -4.10819 3.37315 -1.28000
N -5.67759 2.61984 -2.73322
N -3.80136 1.37775 -2.31410
H -6.02019 1.92892 -3.37415
H -6.22630 3.44720 -2.56964
H -2.92573 1.26344 -1.83564
H -4.10535 0.66246 -2.94729
C -9.34211 2.98591 -1.77370
O -9.15837 3.32903 -2.93360
N -9.46544 1.68422 -1.40371
N -9.43967 3.87710 -0.75111
H -9.61676 1.38421 -0.45801
H -9.40023 0.99346 -2.13060
H -9.35394 4.85147 -0.98223
H -9.59074 3.61469 0.20533
C -13.42419 2.38535 -1.33015
O -12.71606 2.21786 -0.34401
N -13.07693 3.21427 -2.34688
N -14.61810 1.75403 -1.48900
H -13.64173 3.36376 -3.16196
H -12.19902 3.69945 -2.26489
H -14.90929 1.13141 -0.75615
H -15.21227 1.87683 -2.28756
C -11.90075 -1.66353 1.24893
O -11.43621 -2.76763 1.47818
N -11.37189 -0.82197 0.31832
N -12.98952 -1.17314 1.90334
H -11.74232 0.09093 0.11682
H -10.56646 -1.14627 -0.18662
H -13.41029 -1.76353 2.59903
H -13.38423 -0.26702 1.72809
C 0.87815 -3.20246 -6.17248
O 0.86737 -4.36226 -6.54533
N 0.13218 -2.76246 -5.11823
N 1.63490 -2.24358 -6.77492
H 0.12509 -1.81184 -4.79527
H -0.44031 -3.44124 -4.64849
H 2.19827 -2.52828 -7.55663
H 1.65720 -1.28279 -6.48152
```

Properties
Energy relative to the best compared isomer or geometry (same formula, charge and spin) (kJ/mol): 175.6
Charge: +1
Frontier orbital gap (eV): 6.555
E_HOMO (Ha): -0.389
F_max (eV Å⁻¹): 3.5

These are the Löwdin partial charges, in e, on atoms 1 to 4: -0.1246, -0.0994, -0.5013, 0.1178

Entry from OMol25: 3 unconnected molecules or ions with the total composition C3H12N2O3 in a non-equilibrium geometry (ωB97M-V/def2-TZVPD).

Structure (XYZ):
```
20
Properties=species:S:1:pos:R:3
O -1.36032 -0.28196 1.94372
C -0.56802 -0.95972 1.30600
N -0.13945 -0.38922 0.05130
C -0.77110 0.83512 -0.55847
N -0.72999 0.85596 -2.01605
C 0.38880 -2.08551 1.57360
H 0.56007 -0.92867 -0.50932
H -1.95224 0.68850 -0.23035
H -0.29546 1.69288 -0.14065
H -0.34192 1.75175 -2.20844
H -1.77240 0.70842 -2.32488
H 0.70441 -2.92613 0.75517
H 1.35713 -1.69470 1.73213
H -0.00648 -2.81247 2.36953
H 3.22379 -2.69125 -3.12656
H 3.06846 -3.25911 -4.38506
O 2.52058 -2.80043 -3.80349
H -0.81988 4.94392 2.54877
H -0.19364 3.62834 2.60838
O -0.12824 4.44389 2.20200
```

Properties
Structure (SMILES): CC(=O)NCN.O.O
Energy relative to the best compared isomer or geometry (same formula, charge and spin) (kJ/mol): 264.9
Frontier orbital gap (eV): 9.767
E_HOMO (Ha): -0.336
F_max (eV Å⁻¹): 5.5

These are the natural (NBO) partial charges, in e, on atoms 1 to 4: -0.6030, 0.6727, -0.6710, -0.0453

Entry from OMol25: CBrF2NO2 in the gas phase in a non-equilibrium geometry (ωB97M-V/def2-TZVPD).

Structure (XYZ):
```
7
Properties=species:S:1:pos:R:3
C -0.33638 0.53298 0.00544
N 0.69105 -0.63951 -0.00813
O 1.04722 -0.95689 -1.09789
O 0.99380 -1.09224 1.05123
F -0.08516 1.27880 -1.10869
F -0.21867 1.16291 1.14854
Br -2.09185 -0.28606 0.00950
```

Properties
Structure (SMILES): O=[N+]([O-])C(F)(F)Br
Energy relative to the best compared isomer or geometry (same formula, charge and spin) (kJ/mol): 0.1
Frontier orbital gap (eV): 11.102
E_HOMO (Ha): -0.431
F_max (eV Å⁻¹): 2.2

These are the natural (NBO) partial charges, in e, on atoms 1 to 4: 0.6749, 0.4837, -0.3238, -0.3263

Entry from OMol25: 9 unconnected molecules or ions with the total composition C2H22NO9 (ωB97M-V/def2-TZVPD).

Structure (XYZ):
```
34
Properties=species:S:1:pos:R:3
O 2.17375 0.97342 -0.60237
C 1.30943 0.99654 0.24435
C -0.08068 0.47942 -0.04438
N -0.20150 -0.09496 -1.40334
H 1.51551 1.40101 1.23656
H -0.29206 -0.30589 0.67590
H -0.83159 1.25606 0.06572
H -1.06636 -0.64314 -1.46484
H -0.21810 0.62701 -2.15131
H 0.57597 -0.73755 -1.60153
H 1.92830 -1.30111 2.92195
H 0.43140 -0.86888 2.75082
O 1.27723 -1.02010 2.25393
H 2.37599 0.29019 -2.29480
H 2.77731 -0.62555 -3.51554
O 2.04740 -0.29581 -2.99300
H -1.53641 0.13771 3.91873
H -1.87479 -0.59076 2.59225
O -1.20010 -0.54073 3.31668
H -3.86283 -0.74024 1.27143
H -2.62109 -1.41342 0.61462
O -2.90394 -0.64333 1.16128
H 1.08203 4.08882 0.09956
H -0.40811 3.99870 0.54658
O 0.31215 3.50544 0.12883
H -1.00050 -2.75835 -0.17282
H -2.34536 -3.40347 -0.68939
O -1.92844 -2.55909 -0.47217
H -0.52690 2.97932 -3.01047
H -0.23713 2.91634 -1.46404
O -0.61498 2.42743 -2.22541
H 1.15987 -3.50345 0.20982
H 0.87460 -2.13759 0.97716
O 0.65763 -2.68570 0.18160
```

Properties
Energy relative to the best compared isomer or geometry (same formula, charge and spin) (kJ/mol): 0.0
Charge: +1
Frontier orbital gap (eV): 11.292
E_HOMO (Ha): -0.506
F_max (eV Å⁻¹): 0.9

These are the natural (NBO) partial charges, in e, on atoms 1 to 4: -0.5704, 0.4737, -0.3441, -0.7077

Entry from OMol25: 5 unconnected molecules or ions with the total composition CH12N2O4 in a non-equilibrium geometry (ωB97M-V/def2-TZVPD).

Structure (XYZ):
```
19
Properties=species:S:1:pos:R:3
N 0.85889 -0.58026 2.07450
C -0.00294 -1.09882 1.06351
N 0.68154 -1.40823 -0.11664
H 0.35973 -0.12882 2.82491
H -0.80111 -0.37050 0.81178
H -0.51632 -2.02791 1.38337
H 1.54459 -0.79886 -0.28736
H -1.87935 0.76099 -0.13320
H 1.64948 -0.05564 1.72010
O -1.82000 -0.37113 -1.10077
H 1.00870 0.88750 -1.48736
H -0.45762 0.81139 -1.86150
O 0.36868 1.26327 -2.10369
H 0.00732 -1.39436 -0.90550
H 3.25489 0.69917 -0.66497
O 2.53791 0.32332 -0.13877
H -2.39060 -0.34647 -1.86882
H -2.55295 2.23232 0.31526
O -1.85083 1.60304 0.47517
```

Properties
Energy relative to the best compared isomer or geometry (same formula, charge and spin) (kJ/mol): 105.4
Charge: -1
Spin multiplicity: 2
Frontier orbital gap (alpha / beta) (eV): 9.128 / 6.205
E_HOMO (alpha / beta) (Ha): -0.190 / -0.184
F_max (eV Å⁻¹): 1.7
Expectation value of S²: 0.7550

These are the natural (NBO) partial charges, in e, on atoms 1 to 4: -0.8472, -0.1195, -0.4654, 0.3649

Entry from OMol25: a molecular structure, C6H6I2O2 in a non-equilibrium geometry (ωB97M-V/def2-TZVPD).

Structure (XYZ):
```
16
Properties=species:S:1:pos:R:3
C -0.60554 0.05480 1.18586
C 0.72265 -0.17414 1.18057
C -0.68054 0.24805 -1.25529
C 0.73430 0.02761 -1.33060
C -1.31099 0.33855 -0.00337
C 1.43900 -0.03972 -0.01592
O -2.37601 -1.57559 -0.08219
O 2.73078 -0.60127 -0.09776
I -2.96045 1.59140 -0.11438
I 2.08503 2.43807 -0.09273
H -1.19284 -0.05469 2.14257
H 1.28089 -0.52335 2.06847
H -1.40632 0.20578 -2.15456
H 1.44797 -0.01167 -2.25881
H -3.26877 -1.46798 0.17821
H 3.36085 -0.45582 0.64992
```

Properties
Energy relative to the best compared isomer or geometry (same formula, charge and spin) (kJ/mol): 499.4
Frontier orbital gap (eV): 5.835
E_HOMO (Ha): -0.314
F_max (eV Å⁻¹): 4.6

These are the natural (NBO) partial charges, in e, on atoms 1 to 4: -0.1918, -0.2652, -0.2897, -0.1778

Entry from OMol25: C5H7ClS2 in the gas phase in a non-equilibrium geometry (ωB97M-V/def2-TZVPD).

Structure (XYZ):
```
15
Properties=species:S:1:pos:R:3
C 0.14655 1.92426 -0.72732
C 0.60582 0.74361 0.11157
C -0.52598 -0.25812 0.31415
C -1.18672 -0.31394 1.50700
C 0.56631 -2.46752 -0.79282
H 0.94609 2.71062 -0.92377
H -0.21547 1.51386 -1.74346
H 0.80270 1.09983 1.15596
H 1.44559 0.30298 -0.37215
H -0.92648 0.50114 2.16841
H -1.81358 -1.18062 1.83498
H 1.27827 -2.07171 -0.04416
S -0.81877 -1.43241 -0.99960
S 0.90463 -3.91620 -1.45861
Cl -1.20894 2.84425 -0.03018
```

Properties
Structure (SMILES): C=C(CCCl)SC=S
Energy relative to the best compared isomer or geometry (same formula, charge and spin) (kJ/mol): 109.5
Frontier orbital gap (eV): 8.503
E_HOMO (Ha): -0.324
F_max (eV Å⁻¹): 2.9

These are the natural (NBO) partial charges, in e, on atoms 1 to 4: -0.3776, -0.4777, -0.1708, -0.3443

Question: Which of these has the lowest energy relative to the best compared isomer or geometry (same formula, charge and spin)?
Answer: C2H22NO9